(a)
C10H21N5O4 | ωB97M-V/def2-TZVPD

Results
- SMILES = [H]/N=C(\N)NCCC[C@H](N)C(=O)N[C@H](C(=O)O)[C@@H](C)O

Cartesian coordinates (Å):
H 0.736 -2.710 -1.532
N 0.783 -1.971 -0.749
C 1.945 -1.806 -0.150
N 3.165 -2.246 -0.529
N 1.910 -1.158 1.108
C 2.817 -0.111 1.619
C 2.816 1.101 0.674
C 1.523 1.833 0.570
C 0.950 1.565 -0.674
N 1.604 2.444 -1.591
C -0.613 1.787 -0.465
O -1.143 2.885 -0.424
N -1.138 0.553 -0.223
C -2.598 0.286 -0.568
C -3.402 0.555 0.868
O -3.902 -0.417 1.463
O -3.532 1.928 1.149
C -2.889 -1.117 -0.906
C -2.337 -2.161 0.261
O -4.301 -1.358 -1.013
H 3.191 -2.879 -1.271
H 4.026 -2.028 0.302
H 0.953 -0.568 1.110
H 3.830 -0.556 1.706
H 2.768 -0.030 2.701
H 3.791 1.782 0.882
H 3.160 0.809 -0.334
H 1.425 2.932 0.664
H 0.756 1.421 1.315
H 1.264 0.419 -0.812
H 1.350 2.283 -2.514
H 1.425 3.463 -1.341
H -0.370 -0.254 -0.498
H -3.157 1.123 -1.166
H -2.820 2.566 0.643
H -2.642 -1.509 -1.909
H -1.272 -1.906 0.608
H -2.422 -3.279 0.028
H -3.136 -1.917 1.065
H -4.516 -1.752 -0.065

(b)
C10H21N5O4 | ωB97M-V/def2-TZVPD

Results
- SMILES = [H]/N=C(/N)NCCC[C@H](NC(=O)[C@@H](N)[C@@H](C)O)C(=O)O

Cartesian coordinates (Å):
H -5.197 -0.539 1.433
N -5.209 -1.471 1.014
C -4.224 -1.632 0.225
N -4.041 -2.806 -0.485
N -3.321 -0.663 -0.257
C -3.300 0.681 0.258
C -2.143 1.481 -0.324
C -0.797 1.014 0.160
C 0.415 1.751 -0.391
N 1.681 1.110 -0.050
C 1.993 -0.127 -0.515
O 1.302 -0.786 -1.297
C 3.344 -0.707 0.013
N 3.698 -0.013 1.263
C 3.399 -2.269 0.126
C 2.342 -2.885 1.062
O 3.225 -2.815 -1.183
C 0.565 3.222 0.005
O 1.332 3.662 0.802
O -0.369 4.046 -0.590
H -3.091 -3.085 -0.547
H -4.700 -3.518 -0.196
H -3.096 -0.799 -1.250
H -3.285 0.700 1.353
H -4.218 1.183 -0.024
H -2.188 1.458 -1.414
H -2.369 2.526 0.051
H -0.862 1.119 1.227
H -0.707 -0.096 -0.030
H 0.308 1.708 -1.476
H 2.253 1.550 0.619
H 4.088 -0.396 -0.714
H 4.614 -0.139 1.519
H 3.137 -0.315 2.042
H 4.414 -2.487 0.442
H 1.346 -2.637 0.687
H 2.330 -3.956 1.001
H 2.482 -2.613 2.068
H 2.445 -2.329 -1.534
H -0.861 3.540 -1.205

Which structure loses on stability? (a) does.